1.
DFT (ωB97M-V/def2-TZVPD) results for an isolated ion of composition C37H19F15NOSi and charge +1.

Last column: Löwdin charge in e.
Atoms and positions in Å:
F: -0.808 2.744 -6.952  0.147
C: -1.093 2.528 -5.655  -0.092
C: -1.343 3.605 -4.809  -0.106
F: -1.341 4.868 -5.281  0.135
C: -1.632 3.361 -3.471  -0.194
F: -2.064 4.432 -2.761  0.100
C: -1.600 2.086 -2.897  -0.089
Si: -1.931 1.686 -1.094  0.879
C: -1.882 3.307 -0.119  -0.063
C: -2.852 3.710 0.808  -0.159
F: -3.998 2.994 0.948  0.103
C: -2.735 4.848 1.604  -0.107
F: -3.694 5.140 2.503  0.137
C: -1.614 5.667 1.486  -0.088
F: -1.448 6.723 2.306  0.150
C: -0.661 5.367 0.521  -0.107
F: 0.440 6.139 0.368  0.130
C: -0.838 4.233 -0.267  -0.202
F: 0.077 4.040 -1.276  0.062
C: -3.747 1.162 -1.150  -0.076
C: -4.694 1.737 -2.011  -0.161
F: -4.345 2.765 -2.831  0.099
C: -6.042 1.384 -2.035  -0.106
F: -6.896 1.973 -2.900  0.132
C: -6.510 0.429 -1.136  -0.091
F: -7.812 0.091 -1.116  0.147
C: -5.612 -0.157 -0.242  -0.109
F: -6.058 -1.056 0.659  0.128
C: -4.267 0.211 -0.267  -0.190
F: -3.434 -0.333 0.662  0.081
O: -0.809 0.445 -0.538  0.059
C: 0.350 0.393 0.025  -0.106
C: 0.773 -0.732 0.944  -0.152
C: 1.344 0.108 2.126  -0.090
C: 1.779 1.469 1.581  -0.131
C: 1.240 1.581 0.146  -0.063
C: -1.418 1.036 -3.798  -0.179
F: -1.562 -0.240 -3.337  0.083
C: -1.165 1.230 -5.153  -0.112
F: -1.015 0.175 -5.979  0.128
H: -0.085 -1.333 1.266  0.173
H: 0.522 0.285 2.832  0.134
H: 2.142 -0.394 2.676  0.106
H: 1.351 2.286 2.195  0.131
H: 2.868 1.597 1.594  0.121
H: 2.029 1.478 -0.626  0.156
H: 0.746 2.533 -0.022  0.094
C: 2.995 -0.985 -0.292  -0.008
C: 1.773 -1.662 0.337  -0.234
N: 2.196 -2.749 1.314  0.051
C: 1.732 -4.073 1.268  -0.149
C: 0.734 -4.665 0.490  -0.022
C: 0.620 -6.070 0.489  -0.075
C: 1.509 -6.878 1.226  -0.077
C: 2.500 -6.280 2.009  -0.009
C: 2.593 -4.892 2.042  -0.119
C: 3.599 -4.043 2.595  -0.115
C: 3.329 -2.721 2.144  -0.150
C: 4.255 -1.717 2.424  -0.044
C: 5.448 -2.052 3.084  -0.071
C: 5.729 -3.373 3.473  -0.074
C: 4.787 -4.379 3.233  -0.005
H: 2.669 -0.477 -1.202  0.085
H: 3.460 -0.233 0.367  0.071
H: 3.752 -1.722 -0.583  0.116
H: 1.262 -2.229 -0.447  0.144
H: 0.052 -4.034 -0.083  0.099
H: -0.171 -6.555 -0.092  0.107
H: 1.421 -7.968 1.185  0.108
H: 3.226 -6.849 2.584  0.115
H: 4.064 -0.684 2.147  0.078
H: 6.185 -1.271 3.298  0.108
H: 6.676 -3.616 3.966  0.109
H: 4.946 -5.423 3.495  0.117

Summary:
Net charge: +1

---

2.
DFT (ωB97M-V/def2-TZVPD) results for a 2-piece molecular cluster, C3H12N2O overall.

Last column: Löwdin charge in e.
Atoms and positions in Å:
C: 2.224 -0.264 -0.017  -0.334
O: 2.511 0.947 0.676  -0.084
C: 2.693 -1.496 0.726  -0.099
H: 2.749 -0.198 -0.964  0.109
H: 1.156 -0.343 -0.214  0.082
H: 2.173 0.856 1.572  0.075
H: 3.782 -1.500 0.846  0.075
H: 2.417 -2.397 0.172  0.073
H: 2.247 -1.568 1.723  0.072
N: -3.714 0.636 -0.383  -0.018
C: -2.327 0.272 -0.080  -0.408
N: -1.268 0.840 -0.834  -0.001
H: -3.917 0.457 -1.361  0.053
H: -3.832 1.633 -0.242  0.053
H: -2.296 -0.832 -0.105  0.107
H: -2.213 0.490 0.988  0.106
H: -1.103 1.820 -0.671  0.067
H: -1.282 0.646 -1.832  0.073

Summary:
SMILES: CCO.NCN

---

3.
DFT (ωB97M-V/def2-TZVPD) results for one molecule with the formula C5H9NO2.

Last column: Löwdin charge in e.
Atoms and positions in Å:
C: -0.897 -0.596 -0.434  -0.258
C: -0.780 0.289 -1.657  -0.035
C: -0.578 -0.057 0.859  -0.236
C: 1.182 -0.320 0.496  -0.317
C: 2.032 0.706 0.542  0.025
O: -2.558 -0.730 -0.140  -0.152
O: 1.547 -1.632 0.601  0.018
N: -1.028 0.655 1.766  0.194
H: -2.884 0.150 0.119  0.042
H: 2.509 -1.704 0.719  0.112
H: -0.691 -1.655 -0.556  0.144
H: -0.337 1.066 2.393  0.082
H: 0.242 0.308 -2.038  0.081
H: -1.081 1.314 -1.430  0.093
H: -1.460 -0.090 -2.422  0.089
H: 1.684 1.730 0.478  0.059
H: 3.099 0.567 0.702  0.057

Summary:
SMILES: [H]/N=C(\C(=C)O)[C@H](C)O

---

| no. | E_HOMO (eV) | E_tot (a.u.) | LUMO level (eV) |
| --- | --- | --- | --- |
| 1 | -10.332 | -3338.53457 | -5.20 |
| 2 | -9.053 | -306.22617 | 0.91 |
| 3 | -9.229 | -401.01314 | 0.61 |